one | The following is a quantum chemistry calculation of a cluster of 2 separate species, C2H4ClF in total, from the Open Molecules 2025 dataset.

Cartesian coordinates (Å):
C: -1.05205 0.63975 0.48129
C: 1.15757 -0.76860 -0.71132
F: -1.89786 -0.31913 -0.00413
Cl: 2.26193 -0.01600 0.35567
H: -1.14280 1.70680 0.26939
H: -0.64302 0.21256 1.42863
H: 0.39431 -1.23674 -0.25311
H: 0.92193 -0.21865 -1.56642

Properties
2S+1: 1
Total charge: 0
E_HOMO (alpha / beta), Eh: -0.3252 / -0.3215
HOMO-LUMO gap (alpha / beta), eV: 8.704 / 9.034



two | The following is a quantum chemistry calculation of a cluster of 2 separate species, C2H4ClF in total, from the Open Molecules 2025 dataset.

Cartesian coordinates (Å):
C: 1.03442 -1.04316 0.53824
C: -1.55153 1.31140 -0.39095
F: -2.06318 2.48761 -0.08212
Cl: -1.79455 1.08944 -2.00852
H: 1.17440 -0.58584 1.54672
H: 0.24420 -0.49547 -0.00037
H: 1.92450 -0.66237 -0.04209
H: 1.03174 -2.10161 0.43908

Properties
2S+1: 1
Total charge: 0
E_HOMO, Eh: -0.3786
HOMO-LUMO gap, eV: 9.761



three | The following is a quantum chemistry calculation of a structure of composition C2H4ClF, from the Open Molecules 2025 dataset.

Cartesian coordinates (Å):
C: -0.11483 0.33432 0.41394
C: -1.20689 -0.18045 -0.12229
H: 0.43790 -0.08713 1.25021
H: -1.62170 -1.09589 0.28097
H: -1.70204 0.29540 -0.96239
H: 1.68573 -0.82328 -0.81898
F: 0.44608 1.46594 -0.04248
Cl: 2.07574 0.09109 0.00102

Properties
2S+1: 1
Total charge: 0
E_HOMO, Eh: -0.3533
HOMO-LUMO gap, eV: 10.415



How do the energies compare? Relative to the most stable structure, in kcal/mol: one 33.4; two 0.0; three 5.1.



one | The following is a quantum chemistry calculation of an isolated molecule of C3H2N2O2, from the Open Molecules 2025 dataset.

Cartesian coordinates (Å):
N: -1.36800 -0.21083 0.12181
C: -0.14086 0.25154 -0.14438
O: 0.71325 -0.79192 -0.16968
C: 2.02813 -0.35439 -0.34630
O: 2.35099 0.69430 -0.79720
C: -2.36097 1.94120 0.59441
N: -2.24553 0.77212 0.42001
H: -1.67936 -1.16329 0.30895
H: 2.70236 -1.13872 0.01237

Properties
2S+1: 1
Total charge: 0
E_HOMO, Eh: -0.3648
HOMO-LUMO gap, eV: 10.292



two | The following is a quantum chemistry calculation of a structure of composition C3H2N2O2, from the Open Molecules 2025 dataset.

Cartesian coordinates (Å):
O: 0.98466 -0.44907 -2.19159
C: 0.81682 0.51510 -1.49196
C: 0.30310 0.25725 -0.12281
N: 0.68939 -0.47499 0.86738
C: -0.50664 -0.65365 1.51525
N: -1.53589 -0.08016 0.95973
O: -0.98458 0.56034 -0.12322
H: 0.82408 1.56778 -1.82666
H: -0.59095 -1.24260 2.41389

Properties
2S+1: 1
Total charge: 0
E_HOMO, Eh: -0.4071
HOMO-LUMO gap, eV: 11.000



three | The following is a quantum chemistry calculation of a cluster of 2 separate species, C3H2N2O2 in total, from the Open Molecules 2025 dataset.

Cartesian coordinates (Å):
C: -0.14154 1.17976 1.38073
C: 0.18625 -2.09025 -1.22020
C: 0.74218 1.18351 0.33696
N: 0.18213 -2.95491 -0.44722
N: -0.70065 0.80990 0.22885
O: 1.63915 1.51267 -0.32047
O: -1.82858 0.57941 -0.23350
H: -0.50847 1.22777 2.36857
H: 0.42953 -1.44785 -2.09371

Properties
2S+1: 1
Total charge: 0
E_HOMO, Eh: -0.3767
HOMO-LUMO gap, eV: 10.246



four | The following is a quantum chemistry calculation of an isolated molecule of C3H2N2O2, from the Open Molecules 2025 dataset.

Cartesian coordinates (Å):
O: 2.52154 -0.28752 0.79158
C: 1.40499 -0.72353 0.89452
C: 0.24612 -0.08327 0.19506
N: -0.75621 -0.68584 -0.36283
C: -1.43423 0.37484 -0.90715
N: -0.90195 1.54076 -0.67572
O: 0.22859 1.24059 0.05302
H: 1.15894 -1.62126 1.48908
H: -2.33776 0.27945 -1.49488

Properties
2S+1: 1
Total charge: 0
E_HOMO, Eh: -0.4097
HOMO-LUMO gap, eV: 10.588



How do the energies compare? Relative to the most stable structure, in kcal/mol: one 67.1; two 9.0; three 81.3; four 0.0.



one | The following is a quantum chemistry calculation of an isolated molecule of C3H2N2O2, from the Open Molecules 2025 dataset.

Cartesian coordinates (Å):
C: -1.07807 -0.28227 0.01079
C: 1.19887 0.58942 -0.18767
C: -0.33510 1.10490 -0.07109
H: -0.17053 -2.24629 0.50198
H: 2.09718 1.06921 0.03138
N: -0.02590 -1.15776 0.01323
N: 1.32345 -0.67242 -0.12561
O: -2.24736 -0.60622 -0.19400
O: -0.76255 2.20143 0.02099

Properties
2S+1: 1
Total charge: 0
E_HOMO, Eh: -0.3648
HOMO-LUMO gap, eV: 8.541



two | The following is a quantum chemistry calculation of a structure of composition C3H2N2O2, from the Open Molecules 2025 dataset.

Cartesian coordinates (Å):
N: 2.18081 0.87820 0.58072
C: 1.17227 0.20410 0.41787
O: -0.50152 0.55796 -0.78201
C: -1.31974 -0.41046 -0.27737
O: -1.77418 -0.41043 -1.50326
C: 0.60241 -1.05711 0.58204
N: -0.46452 -1.57161 0.27014
H: 2.14776 1.83747 0.24089
H: -1.99096 -0.12574 0.54332

Properties
2S+1: 1
Total charge: 0
E_HOMO (alpha / beta), Eh: -0.3457 / -0.3461
HOMO-LUMO gap (alpha / beta), eV: 7.917 / 7.348



three | The following is a quantum chemistry calculation of an isolated molecule of C3H2N2O2, from the Open Molecules 2025 dataset.

Cartesian coordinates (Å):
N: 1.59930 0.07297 0.10915
C: 0.46400 -0.07722 0.61117
O: -0.80076 0.07273 0.05983
C: -0.97870 0.29418 -1.26892
O: -0.11745 0.44300 -2.08900
C: 0.07092 -0.95589 2.98306
N: 0.28427 -0.48215 1.92507
H: 1.53912 0.33401 -0.87357
H: -2.06069 0.29836 -1.45678

Properties
2S+1: 1
Total charge: 0
E_HOMO, Eh: -0.4193
HOMO-LUMO gap, eV: 11.438



four | The following is a quantum chemistry calculation of an isolated molecule of C3H2N2O2, from the Open Molecules 2025 dataset.

Cartesian coordinates (Å):
C: 0.17154 -1.00691 0.50731
C: -0.23506 1.04771 -0.32756
C: 0.41270 -0.93435 -0.89301
H: -0.49391 0.50390 1.86043
H: 0.61797 -1.63984 -1.82296
N: -0.46942 0.22424 0.82867
N: 0.10035 0.21512 -1.39770
O: 0.41729 -1.84023 1.35048
O: -0.37174 2.26795 -0.32232

Properties
2S+1: 1
Total charge: 0
E_HOMO, Eh: -0.3951
HOMO-LUMO gap, eV: 9.009



How do the energies compare? Relative to the most stable structure, in kcal/mol: one 46.0; two 151.1; three 21.9; four 0.0.



one | The following is a quantum chemistry calculation of a structure of composition C2H6NP, from the Open Molecules 2025 dataset.

Cartesian coordinates (Å):
C: 0.19555 0.32781 -1.15141
C: 1.02215 0.83047 -0.01115
N: 0.44667 -0.44066 -0.03616
P: -1.26231 -0.75101 1.53525
H: -0.77194 0.75739 -1.10201
H: 0.49215 0.06365 -2.18643
H: 2.08561 0.81442 -0.29790
H: 0.54297 1.65892 0.71708
H: -0.40058 -1.82093 1.86133
H: -2.35028 -1.44006 0.67140

Properties
2S+1: 1
Total charge: 0
E_HOMO, Eh: -0.3145
HOMO-LUMO gap, eV: 7.995



two | The following is a quantum chemistry calculation of a cluster of 2 separate species, C2H6NP in total, from the Open Molecules 2025 dataset.

Cartesian coordinates (Å):
C: -0.26299 -1.30574 -0.01158
C: -1.23974 -0.28413 0.26740
N: 0.25867 2.08494 0.19070
P: 1.47912 1.33990 -0.30710
H: 0.75872 -0.82861 -0.46164
H: 0.15754 -1.64798 0.96282
H: -0.45332 -1.86966 -0.93282
H: -1.08463 0.12002 1.25400
H: -1.93412 0.06458 -0.41868
H: 2.32074 2.32668 -0.54310

Properties
2S+1: 1
Total charge: 0
E_HOMO (alpha / beta), Eh: -0.3314 / -0.2899
HOMO-LUMO gap (alpha / beta), eV: 8.892 / 7.087



three | The following is a quantum chemistry calculation of an isolated molecule of C2H6NP, from the Open Molecules 2025 dataset.

Cartesian coordinates (Å):
C: 0.15423 0.60077 1.97945
C: 0.52078 0.43493 -0.50019
N: -0.08414 1.17952 0.90649
P: -1.00880 0.25462 -1.51103
H: -0.24639 1.06086 2.87592
H: 0.72587 -0.31892 2.12126
H: 1.01642 -0.48875 -0.21003
H: 1.20243 1.16714 -0.91992
H: -0.47926 -0.73348 -2.34847
H: -1.59856 -0.71123 -0.68919

Properties
2S+1: 1
Total charge: 0
E_HOMO, Eh: -0.3554
HOMO-LUMO gap, eV: 10.776



How do the energies compare? Relative to the most stable structure, in kcal/mol: one 54.6; two 80.1; three 0.0.



one | The following is a quantum chemistry calculation of a cluster of 2 separate species, C4H10 in total, from the Open Molecules 2025 dataset.

Cartesian coordinates (Å):
C: -0.51049 3.23548 -0.57649
C: -0.69956 1.77039 -0.99578
H: 0.41714 3.42251 -0.04043
H: -0.49595 3.82696 -1.49141
H: -1.32108 3.60006 0.04341
H: 0.30956 1.38676 -1.17698
H: -1.20709 1.74508 -1.95535
H: -1.18773 1.13521 -0.27054
C: 1.28426 -3.03644 1.45271
C: 0.33835 -3.58079 0.68799
H: 1.69080 -2.06843 1.24377
H: 1.59080 -3.73353 2.21447
H: 0.07183 -4.57459 0.93645
H: -0.28085 -3.12868 -0.07182

Properties
2S+1: 1
Total charge: 0
E_HOMO, Eh: -0.3729
HOMO-LUMO gap, eV: 11.216



two | The following is a quantum chemistry calculation of a cluster of 2 separate species, C4H10 in total, from the Open Molecules 2025 dataset.

Cartesian coordinates (Å):
C: 0.13623 -4.20430 -1.89753
H: 1.13012 -4.61281 -1.79370
H: -0.46494 -4.91472 -2.47989
H: -0.45384 -4.11205 -0.98945
H: 0.10691 -3.28764 -2.47796
C: 0.53293 1.88485 0.13208
C: 0.23346 2.69027 1.36667
C: -0.95651 2.75141 1.96938
H: 0.57556 0.84211 0.44743
H: 1.44307 2.23682 -0.33947
H: -0.39793 1.93413 -0.43737
H: 1.02177 3.00771 2.03825
H: -1.00347 3.00326 3.02248
H: -1.90336 2.78095 1.43907

Properties
2S+1: 1
Total charge: 0
E_HOMO, Eh: -0.3427
HOMO-LUMO gap, eV: 10.311



three | The following is a quantum chemistry calculation of a cluster of 2 separate species, C4H10 in total, from the Open Molecules 2025 dataset.

Cartesian coordinates (Å):
C: -2.06655 0.02597 -0.96842
C: -1.69420 -1.39173 -0.47183
H: -1.88752 0.08917 -2.03863
H: -1.32925 0.68540 -0.49200
H: -3.04799 0.39098 -0.68811
H: -1.41024 -1.66640 0.54556
H: -2.61740 -1.94107 -0.68728
H: -0.94016 -1.92357 -1.05058
C: 2.47767 0.55147 0.40826
C: 2.42546 1.31879 1.48929
H: 2.33442 0.89377 -0.60454
H: 2.95641 -0.40652 0.58755
H: 1.98350 2.31415 1.50761
H: 2.81584 1.05958 2.46312

Properties
2S+1: 1
Total charge: 0
E_HOMO, Eh: -0.3744
HOMO-LUMO gap, eV: 11.350



four | The following is a quantum chemistry calculation of an isolated molecule of C4H10, from the Open Molecules 2025 dataset.

Cartesian coordinates (Å):
C: 0.56525 0.86326 -1.00212
C: 0.13837 0.22874 0.32187
C: 0.73968 -1.17202 0.38934
C: -1.38410 0.20555 0.46389
H: 0.38101 0.14899 -1.80972
H: 0.01777 1.78916 -1.21798
H: 1.63561 1.09937 -1.00985
H: 0.54567 0.80834 1.16026
H: 0.36153 -1.73165 1.25238
H: 1.83056 -1.11863 0.47852
H: 0.50779 -1.72102 -0.52789
H: -1.80113 1.21946 0.43251
H: -1.68643 -0.24964 1.41426
H: -1.85158 -0.36990 -0.34547

Properties
2S+1: 1
Total charge: 0
E_HOMO, Eh: -0.4168
HOMO-LUMO gap, eV: 12.587



How do the energies compare? Relative to the most stable structure, in kcal/mol: one 34.4; two 35.8; three 38.5; four 0.0.



one | The following is a quantum chemistry calculation of a cluster of 3 separate species, C3H12O3 in total, from the Open Molecules 2025 dataset.

Cartesian coordinates (Å):
C: 0.72912 -0.73086 -0.24067
C: -0.72845 -0.59699 -0.63949
C: -1.49067 -1.88406 -0.78982
O: -1.35198 0.24832 0.37512
H: 1.16432 0.27210 -0.25563
H: 0.79095 -1.11370 0.77826
H: 1.37687 -1.36107 -0.81961
H: -0.82330 0.10112 -1.48116
H: -1.05542 -2.54446 -1.53918
H: -1.53838 -2.39843 0.17550
H: -2.49873 -1.68605 -1.16331
H: -1.80048 -0.29364 1.03478
H: 5.15177 1.50144 -1.12744
H: 5.95744 1.40328 0.21443
O: 5.97371 1.72335 -0.68831
H: -2.51027 2.60430 2.05827
H: -4.02466 2.62347 1.83304
O: -3.32185 2.13188 2.27523

Properties
2S+1: 1
Total charge: 0
E_HOMO, Eh: -0.3768
HOMO-LUMO gap, eV: 10.922



two | The following is a quantum chemistry calculation of a cluster of 3 separate species, C3H12O3 in total, from the Open Molecules 2025 dataset.

Cartesian coordinates (Å):
C: -1.79081 -2.22186 -1.34508
O: -1.36025 -2.03925 0.01135
C: -0.72150 -2.79035 -2.23413
C: 0.54235 -1.81935 -2.04893
H: -2.64415 -2.88067 -1.34158
H: -1.98449 -1.14699 -1.56934
H: -1.67522 -2.79008 0.50879
H: -0.33453 -3.76233 -1.94081
H: -0.81778 -2.81270 -3.31840
H: 1.29195 -2.09175 -1.28352
H: 0.99268 -1.60990 -3.03442
H: 0.22118 -0.84862 -1.68013
H: 1.76373 5.12737 1.17217
H: 1.53135 4.45845 2.55147
O: 1.16517 4.55420 1.66021
H: 1.61972 4.48022 5.29620
H: 0.63203 4.02519 4.22734
O: 1.56857 4.16844 4.36881

Properties
2S+1: 1
Total charge: 0
E_HOMO, Eh: -0.3785
HOMO-LUMO gap, eV: 11.091



How do the energies compare? Relative to the most stable structure, in kcal/mol: one 0.0; two 12.3.